2 unconnected molecules or ions with the total composition C31H30BF5O2S, computed with ωB97M-V with the def2-TZVPD basis set.

The geometry in ORCA input format:
```
! wB97M-V def2-TZVPD RIJCOSX def2/J DEFGRID3
* xyz 0 1
C -3.40 -2.82 0.93
C -2.90 -1.40 0.62
C -3.54 -0.45 1.62
O -1.47 -1.41 0.83
B -0.89 -1.58 -0.42
C 0.68 -1.92 -0.41
C 1.84 -1.33 -1.21
C 1.57 -1.02 -2.55
C 2.58 -0.89 -3.50
C 3.92 -1.02 -3.12
C 4.19 -1.18 -1.76
F 5.50 -1.17 -1.35
C 3.19 -1.39 -0.80
C 1.05 -2.58 0.91
C 0.63 -3.91 1.16
C 0.98 -4.57 2.34
C 1.73 -3.90 3.32
C 2.08 -2.58 3.10
F 2.72 -1.89 4.11
C 1.77 -1.90 1.91
O -1.73 -1.26 -1.46
C -3.05 -0.97 -0.90
C -4.05 -1.77 -1.72
C -3.43 0.50 -1.07
H -4.50 -2.89 0.96
H -3.02 -3.55 0.20
H -3.02 -3.11 1.92
H -4.62 -0.45 1.47
H -3.35 -0.79 2.65
H -3.16 0.57 1.55
H 0.42 -2.79 -1.07
H 0.53 -0.96 -2.85
H 2.33 -0.70 -4.54
H 4.73 -1.02 -3.85
H 3.49 -1.71 0.20
H 0.03 -4.44 0.40
H 0.64 -5.59 2.50
H 2.01 -4.42 4.24
H 2.07 -0.86 1.77
H -5.05 -1.73 -1.27
H -4.10 -1.34 -2.73
H -3.74 -2.82 -1.81
H -4.48 0.64 -0.76
H -2.81 1.18 -0.49
H -3.38 0.81 -2.12
C -3.36 5.60 -0.49
C -2.46 4.50 -0.07
C -2.40 3.86 1.17
C -1.16 3.19 1.38
C -0.36 3.15 0.24
C 0.92 2.53 0.08
C 1.62 2.01 1.20
C 2.98 1.77 1.13
C 3.63 2.00 -0.08
C 5.12 2.15 -0.05
F 5.69 2.09 -1.29
F 5.48 3.36 0.48
F 5.73 1.18 0.71
C 2.92 2.22 -1.26
C 1.56 2.45 -1.18
S -1.20 3.90 -1.11
H -3.91 6.03 0.36
H -2.76 6.40 -0.94
H -4.07 5.24 -1.24
H -3.21 3.94 1.90
H -0.88 2.77 2.34
H 1.11 1.84 2.14
H 3.54 1.45 2.00
H 3.44 2.20 -2.22
H 0.99 2.57 -2.09
*
```

- SMILES: CC1(C)OB(C(c2cccc(F)c2)c2cccc(F)c2)OC1(C)C.Cc1ccc(-c2ccc(C(F)(F)F)cc2)s1
- ΔE to the lowest compared entry with this formula, charge and spin: 0.0 kJ/mol

A molecular structure, C31H30F3O22S4V, computed with ωB97M-V with the def2-TZVPD basis set.

The geometry in ORCA input format:
```
! wB97M-V def2-TZVPD RIJCOSX def2/J DEFGRID3
* xyz -5 2
O 1.35 -0.30 -0.55
V -0.09 -0.63 -1.12
C 0.19 2.37 -3.95
C -0.51 3.19 -4.89
C -1.44 2.44 -5.96
O -2.40 3.09 -6.38
C -1.22 1.04 -6.12
C -0.27 0.35 -5.34
C 0.27 1.00 -4.07
O 0.55 0.30 -3.02
O 0.04 -0.83 -5.56
O -0.75 4.39 -4.76
H 0.52 2.88 -3.05
H -1.56 0.56 -7.03
C -5.04 -3.36 -3.45
C -3.86 -2.55 -3.41
C -3.34 -2.12 -2.06
O -2.35 -1.33 -1.89
C -3.86 -2.69 -0.89
C -5.01 -3.54 -0.92
C -5.64 -3.91 -2.31
O -6.68 -4.62 -2.29
O -5.57 -3.95 0.12
O -3.19 -2.44 -4.43
H -5.38 -3.71 -4.42
H -3.57 -2.41 0.11
C -2.72 3.97 1.16
C -1.91 2.80 1.16
C -1.85 1.94 -0.13
O -0.88 1.08 -0.23
C -2.68 2.31 -1.18
C -3.46 3.52 -1.16
C -3.46 4.41 0.06
O -4.12 5.48 0.14
O -4.23 3.73 -2.09
O -1.26 2.48 2.17
H -2.57 4.61 2.03
H -2.83 1.59 -1.98
C -0.26 -5.15 -1.53
F -1.60 -5.14 -1.61
F 0.05 -5.09 -0.22
F 0.09 -6.36 -2.02
S 0.48 -3.76 -2.52
O -0.32 -3.70 -3.69
O 0.33 -2.63 -1.60
O 1.84 -4.23 -2.73
C -1.50 -3.41 3.51
C -2.66 -2.73 2.76
C -2.38 -1.25 2.80
S -0.63 -1.12 2.41
O -0.10 0.04 3.05
O -0.54 -1.34 1.00
C -0.19 -2.62 3.35
H -1.36 -4.44 3.16
H -1.65 -3.59 4.59
H -3.64 -3.07 3.10
H -2.60 -3.21 1.78
H -2.44 -0.86 3.82
H -2.95 -0.61 2.14
H 0.18 -2.33 4.34
H 0.70 -3.11 2.94
C 2.22 5.20 0.30
C 3.15 5.34 1.50
C 3.76 3.97 1.67
S 2.39 2.75 1.28
O 1.72 2.31 2.46
O 2.84 1.88 0.22
C 1.31 3.99 0.48
H 2.76 5.19 -0.65
H 1.58 6.09 0.22
H 2.58 5.71 2.37
H 3.93 6.11 1.40
H 4.20 3.59 2.59
H 4.48 3.82 0.86
H 0.60 4.30 1.24
H 0.94 3.59 -0.45
C 5.89 -0.33 3.36
C 5.35 -1.69 3.88
C 4.66 -2.34 2.69
S 3.84 -0.96 1.77
O 2.45 -0.91 2.08
O 4.44 -1.09 0.48
C 4.65 0.36 2.78
H 6.59 -0.51 2.54
H 6.31 0.18 4.22
H 4.69 -1.60 4.74
H 6.20 -2.31 4.18
H 3.99 -3.16 2.93
H 5.46 -2.70 2.04
H 3.97 0.60 3.59
H 4.93 1.15 2.09
*
```

- ΔE to the lowest compared entry with this formula, charge and spin: 7.8 kJ/mol

A single C31H30FN3O5S2 molecule, computed with ωB97M-V with the def2-TZVPD basis set.

The geometry in ORCA input format:
```
! wB97M-V def2-TZVPD RIJCOSX def2/J DEFGRID3
* xyz 0 1
C 1.68 5.00 -0.64
N 1.45 3.58 -0.71
C 2.47 2.70 -0.96
O 3.66 2.99 -1.05
C 1.81 1.31 -1.08
C 2.60 0.14 -0.43
C 4.01 0.06 -0.88
C 4.51 -0.31 -2.13
N 5.88 -0.15 -2.13
C 6.30 0.29 -0.87
C 7.56 0.69 -0.43
C 7.65 1.22 0.87
C 6.50 1.37 1.68
C 5.24 0.97 1.21
C 5.14 0.42 -0.06
N 0.50 1.55 -0.48
C -0.40 0.53 -0.31
C -1.72 0.67 -0.02
C -2.73 -0.43 -0.20
C -4.21 0.02 -0.10
C -5.16 -0.76 -0.77
C -6.51 -0.64 -0.43
C -6.95 0.47 0.28
C -6.00 1.39 0.76
C -4.62 1.10 0.68
C -2.58 -1.59 0.81
F -2.88 -1.12 2.07
S -3.77 -3.05 0.40
O -5.03 -3.00 1.12
O -3.74 -3.19 -1.04
C -2.81 -4.45 1.00
C -3.30 -5.75 0.99
C -2.38 -6.80 1.15
C -1.02 -6.53 1.32
C -0.55 -5.21 1.32
C -1.47 -4.18 1.20
S -0.94 -2.49 0.83
O -0.47 -2.56 -0.54
O -0.06 -2.00 1.88
C 0.15 2.98 -0.44
C -0.37 3.40 0.94
C -0.85 3.41 -1.54
H 2.72 5.20 -0.88
H 1.02 5.53 -1.34
H 1.46 5.37 0.37
H 1.71 1.09 -2.16
H 2.57 0.27 0.66
H 2.06 -0.79 -0.68
H 3.96 -0.65 -3.00
H 6.50 -0.32 -2.92
H 8.42 0.58 -1.09
H 8.62 1.53 1.26
H 6.60 1.82 2.67
H 4.33 1.09 1.81
H 0.00 -0.45 -0.56
H -2.12 1.67 0.10
H -2.56 -0.89 -1.19
H -4.84 -1.39 -1.59
H -7.19 -1.43 -0.76
H -8.02 0.63 0.43
H -6.33 2.31 1.23
H -3.89 1.73 1.18
H -4.36 -5.92 0.83
H -2.75 -7.83 1.12
H -0.30 -7.34 1.43
H 0.51 -4.97 1.38
H 0.41 3.20 1.69
H -0.61 4.47 0.91
H -1.27 2.85 1.21
H -0.32 3.50 -2.50
H -1.68 2.71 -1.63
H -1.25 4.40 -1.26
*
```

- E: -2635.9311 hartree
- SMILES: CN1C(=O)[C@@H](Cc2c[nH]c3ccccc23)N(/C=C/[C@H](c2ccccc2)C2(F)S(=O)(=O)c3ccccc3S2(=O)=O)C1(C)C

2 unconnected molecules or ions with the total composition C31H30N5, computed with ωB97M-V with the def2-TZVPD basis set.

The geometry in ORCA input format:
```
! wB97M-V def2-TZVPD RIJCOSX def2/J DEFGRID3
* xyz 1 1
N 1.26 -2.91 -1.58
N 0.42 -2.54 -0.88
N -0.56 -2.06 -0.27
C -0.66 -2.35 1.16
C -2.12 -2.64 1.49
C -2.50 -3.43 2.58
C -3.84 -3.81 2.72
C -4.80 -3.31 1.84
C -4.44 -2.37 0.86
C -3.09 -2.02 0.70
C 0.20 -3.55 1.55
C 0.20 -4.66 0.71
C 1.06 -5.74 0.98
C 1.87 -5.71 2.11
C 1.73 -4.69 3.06
C 0.85 -3.62 2.79
C -0.29 -1.08 1.94
C -1.35 -0.01 2.27
C -0.49 1.23 2.57
C 0.98 0.82 2.34
N 0.81 -0.32 1.40
H -1.75 -3.77 3.31
H -4.10 -4.51 3.52
H -5.84 -3.65 1.93
H -5.19 -1.92 0.22
H -2.79 -1.26 -0.02
H -0.52 -4.74 -0.11
H 1.08 -6.56 0.27
H 2.60 -6.50 2.28
H 2.28 -4.70 4.00
H 0.66 -2.88 3.59
H -0.01 -1.38 2.97
H -2.09 0.18 1.47
H -1.91 -0.36 3.16
H -0.77 2.04 1.90
H -0.66 1.53 3.61
H 1.63 1.61 1.92
H 1.44 0.49 3.30
H 1.67 -0.88 1.32
C 2.45 5.15 -3.72
N 1.69 4.22 -2.87
C 2.29 3.03 -2.52
C 3.54 2.65 -3.05
C 3.99 1.34 -2.91
C 3.27 0.41 -2.12
C 2.13 0.82 -1.44
C 1.58 2.10 -1.68
C 0.29 2.42 -1.24
C -0.37 3.55 -1.74
C 0.36 4.48 -2.58
C -0.34 5.55 -3.18
C -1.73 5.61 -3.12
C -2.45 4.68 -2.33
C -1.77 3.73 -1.59
H 1.94 6.11 -3.79
H 3.45 5.33 -3.29
H 2.59 4.76 -4.75
H 4.15 3.38 -3.58
H 4.91 1.03 -3.40
H 3.62 -0.62 -2.04
H 1.59 0.16 -0.75
H -0.26 1.69 -0.64
H 0.18 6.34 -3.73
H -2.25 6.39 -3.68
H -3.53 4.73 -2.30
H -2.30 3.03 -0.93
*
```

- ΔE to the lowest compared entry with this formula, charge and spin: 51.7 kJ/mol

2 unconnected molecules or ions with the total composition C31H30NO3, computed with ωB97M-V with the def2-TZVPD basis set.

The geometry in ORCA input format:
```
! wB97M-V def2-TZVPD RIJCOSX def2/J DEFGRID3
* xyz 1 1
C -0.17 -1.63 -0.91
C -0.54 -2.61 0.14
N 0.17 -2.46 1.30
C 0.14 -3.42 2.29
C 0.51 -3.07 3.67
C 0.86 -4.02 4.58
C 1.39 -3.70 5.93
C 2.02 -2.28 6.00
C 1.35 -1.26 5.14
C 1.60 0.10 5.37
C 0.95 1.06 4.60
C -0.04 0.68 3.69
C -0.29 -0.67 3.47
C 0.51 -1.66 4.08
C -0.11 -4.70 1.91
O -1.43 -3.43 -0.04
H 0.58 -0.88 -0.63
H 0.17 -2.15 -1.82
H -1.10 -1.11 -1.14
H 0.59 -1.56 1.42
H 0.72 -5.07 4.33
H 0.56 -3.77 6.67
H 2.14 -4.44 6.21
H 2.02 -1.95 7.05
H 3.08 -2.37 5.72
H 2.32 0.37 6.15
H 1.19 2.11 4.75
H -0.60 1.43 3.13
H -1.14 -0.98 2.86
H 0.12 -5.46 2.65
H -0.54 -5.01 0.97
C 1.00 -3.28 -5.23
C 1.65 -1.90 -5.34
C 0.71 -1.02 -4.59
C -0.49 -1.76 -4.39
O -0.36 -3.09 -4.64
C -1.60 -1.25 -3.68
C -1.41 -0.06 -3.02
C -0.14 0.60 -3.02
C 0.13 1.62 -2.04
C -0.56 2.88 -2.10
C 0.06 4.16 -1.84
C -0.72 5.29 -1.70
C -2.13 5.18 -1.81
O -2.82 6.23 -1.30
C -1.82 7.23 -0.86
C -0.44 6.70 -1.29
C -2.76 4.00 -2.19
C -1.96 2.91 -2.42
C 0.87 0.16 -3.92
H 0.81 -3.74 -6.21
H 1.55 -3.97 -4.57
H 2.67 -1.91 -4.96
H 1.70 -1.59 -6.38
H -2.51 -1.83 -3.64
H -2.17 0.26 -2.30
H 0.93 1.49 -1.32
H 1.15 4.22 -1.84
H -2.12 8.16 -1.34
H -1.92 7.33 0.23
H 0.28 6.83 -0.49
H -0.09 7.30 -2.12
H -3.84 3.97 -2.31
H -2.43 2.03 -2.85
H 1.76 0.78 -4.07
*
```

- ΔE to the lowest compared entry with this formula, charge and spin: 124.4 kJ/mol

A molecular structure, C31H31Cl3N7O4V, computed with ωB97M-V with the def2-TZVPD basis set.

The geometry in ORCA input format:
```
! wB97M-V def2-TZVPD RIJCOSX def2/J DEFGRID3
* xyz 1 2
O 1.27 3.20 -0.57
V 1.52 1.95 0.32
N -1.24 0.22 0.11
O -1.57 -0.67 -0.62
O -1.83 0.54 1.15
O -0.20 0.90 -0.24
N 0.59 2.51 -3.39
C 0.92 3.43 -4.26
C 0.90 3.24 -5.61
C 0.51 2.01 -6.08
C 0.19 1.03 -5.18
C 0.22 1.34 -3.84
H 1.25 4.36 -3.81
H 1.27 3.98 -6.30
H 0.46 1.85 -7.15
H -0.17 0.07 -5.54
H -0.12 0.63 -3.09
N -5.38 1.01 0.06
C -4.24 0.64 -0.51
C -4.12 -0.43 -1.35
C -5.26 -1.22 -1.54
C -6.44 -0.87 -0.92
C -6.43 0.24 -0.14
H -3.36 1.23 -0.22
H -3.19 -0.69 -1.82
H -5.20 -2.12 -2.15
H -7.36 -1.43 -1.02
H -7.35 0.52 0.39
N 2.52 0.73 -1.12
C 3.29 1.23 -2.05
C 3.88 0.48 -3.03
C 3.67 -0.88 -3.03
C 2.88 -1.44 -2.06
C 2.28 -0.58 -1.16
H 3.50 2.29 -2.00
H 4.52 0.96 -3.74
H 4.21 -1.51 -3.73
H 2.71 -2.50 -2.02
H 1.57 -0.94 -0.42
N 1.79 0.49 1.97
C 0.78 -0.02 2.65
C 0.92 -0.99 3.62
C 2.19 -1.49 3.86
C 3.24 -0.97 3.14
C 3.01 0.03 2.25
H -0.20 0.34 2.34
H 0.08 -1.29 4.22
H 2.34 -2.26 4.60
H 4.25 -1.33 3.28
H 3.80 0.51 1.68
N 1.11 -4.91 -0.74
C 2.16 -5.24 -0.02
C 2.40 -4.77 1.27
C 1.51 -3.86 1.81
C 0.41 -3.50 1.05
C 0.25 -4.09 -0.21
H 2.85 -5.95 -0.46
H 3.29 -5.05 1.83
H 1.63 -3.43 2.81
H -0.30 -2.80 1.48
H -0.60 -3.72 -0.79
N 0.68 3.06 2.01
C -0.62 3.19 2.11
C -1.23 3.68 3.21
C -0.49 4.06 4.30
C 0.88 3.92 4.19
C 1.39 3.47 3.01
H -1.26 2.74 1.35
H -2.31 3.75 3.19
H -0.98 4.40 5.20
H 1.50 4.16 5.04
H 2.48 3.55 2.93
C -3.52 -2.10 1.87
Cl -5.20 -1.84 2.24
Cl -3.27 -3.48 0.77
Cl -2.51 -2.34 3.31
H -3.12 -1.24 1.35
*
```

- ΔE to the lowest compared entry with this formula, charge and spin: 0.0 kJ/mol

Record-wise max |F| values, in eV/Å: 3.0; 3.6; 1.7; 3.4; 2.8; 3.2